(1)
C6H9NO in the gas phase. Source: the Open Molecules 2025 dataset; level of theory: ωB97M-V with the def2-TZVPD basis set.

```
17
Properties=species:S:1:pos:R:3:forces:R:3:lowdin_spin:R:1
C -0.3549 -1.8812 1.2232 1.1 0.7 -1.0 0.069
N -0.5053 1.3410 -0.6998 -1.8 0.5 4.0 0.007
H -1.1526 1.7745 2.5287 -0.7 -0.7 1.4 0.001
C 1.3907 -1.0270 -0.3299 0.3 1.6 -5.7 1.149
H 1.3987 1.3282 -1.5588 -0.8 -0.7 0.3 0.008
C -0.7209 2.1593 1.6701 0.8 0.4 -1.3 0.008
C 0.5832 -0.7338 -1.5454 2.1 1.7 -0.9 0.211
C -0.5921 1.5266 0.5241 0.8 0.3 -3.1 0.012
C 0.3964 0.8087 -1.6252 2.0 0.5 -0.7 0.054
H -0.3753 -1.1639 -1.6209 -1.3 -0.9 0.5 0.015
H 1.1018 -1.0809 -2.4635 -0.1 0.4 0.4 0.022
H -0.2513 3.1385 1.6595 -0.2 0.0 0.2 0.001
H -0.8919 -2.3610 0.3943 -0.1 0.5 0.3 0.006
H -0.2617 -2.5898 2.0421 0.6 0.0 -0.1 0.000
H 0.0047 1.1986 -2.5378 -0.2 -0.5 -1.3 0.005
O 0.9938 -1.4851 0.7209 -2.0 -3.5 7.3 0.424
H -0.7632 -0.9527 1.6184 -0.5 -0.1 -0.3 0.007
```
Positions in Å, forces in eV/Å.

Energy relative to the best compared isomer or geometry (same formula, charge and spin) (eV): 2.329
Electronic energy (Eh): -363.75338
2S+1: 3
HOMO energy (alpha / beta) (eV): -5.8 / -8.3
<S²>: 2.005
HOMO-LUMO gap (alpha / beta) (eV): 6.66 / 8.34

***

(2)
C6H9NO2 in the gas phase. Source: the Open Molecules 2025 dataset; level of theory: ωB97M-V with the def2-TZVPD basis set.

```
18
Properties=species:S:1:pos:R:3:forces:R:3:mulliken_charge:R:1
H 0.4603 0.3368 1.8186 -1.6 0.5 1.0 0.330
H -4.0586 0.6293 -1.3508 2.0 0.3 -0.9 0.295
H 2.8831 -0.1042 2.6388 -0.1 1.0 -0.1 0.359
C 1.0773 -0.1035 -0.1552 -1.8 0.1 0.0 0.123
H 0.6004 -1.3369 -1.9091 -0.2 0.3 -0.4 0.400
H 3.2147 -0.5275 1.0668 0.4 0.4 -0.6 0.309
O -0.7194 0.3532 -1.8641 -0.5 -0.2 0.0 -0.356
C 0.4514 -0.3655 -1.4483 -0.2 0.2 1.3 0.117
C -3.1060 0.5692 -2.0116 -2.2 -3.0 0.0 -0.916
C 2.6089 0.1913 1.6098 -0.5 -3.8 1.8 -1.149
H -3.4210 -0.3140 -2.7482 0.7 2.2 0.9 0.236
H -2.7552 1.4563 -2.4710 -0.4 0.8 -0.8 0.318
O -1.9640 -0.8911 -0.4794 -0.5 -0.7 0.8 -0.517
C -1.9483 -0.0623 -1.3301 2.0 0.1 -0.1 0.677
H 1.0908 -1.3325 1.3906 -0.6 -0.6 1.2 0.232
H 2.7855 1.1693 1.3302 0.5 1.9 -0.3 0.349
N 1.6410 0.4713 -1.1085 0.2 0.1 -0.7 -0.662
C 1.1622 -0.2663 1.3480 2.8 0.2 -3.4 -0.146
```
Positions in Å, forces in eV/Å.

Energy relative to the best compared isomer or geometry (same formula, charge and spin) (eV): 2.653
Electronic energy (Eh): -439.17888
2S+1: 1
HOMO energy (eV): -9.6
HOMO-LUMO gap (eV): 10.56
Structure (SMILES): CCC1=N[C@@H]1OC(C)=O

***

(3)
C6H9NO2 in the gas phase. Source: the Open Molecules 2025 dataset; level of theory: ωB97M-V with the def2-TZVPD basis set.

```
18
Properties=species:S:1:pos:R:3:forces:R:3:mulliken_charge:R:1
H 0.8140 0.2195 1.7482 -0.3 0.0 -0.4 0.394
C 1.1297 -2.4368 0.1167 0.8 0.2 -0.1 -0.538
H 1.4934 -3.3724 -0.2420 -0.1 0.0 0.3 0.405
C -0.8410 1.9826 -0.2425 0.1 -1.7 0.2 -0.671
N 0.6223 0.2247 0.7389 0.6 -0.1 -0.2 0.021
H -1.7221 2.6005 -0.1365 -0.2 -0.3 0.0 0.280
O -2.2658 -1.6456 0.5456 0.3 1.1 -0.4 -0.578
H 1.9992 1.8009 0.3741 0.0 0.1 -0.3 0.356
C -1.4118 -1.1538 -0.1588 1.9 -3.1 0.0 0.680
H -1.3071 0.7557 1.3843 -0.3 -0.4 -0.4 0.372
O -1.5976 -0.9974 -1.5102 -0.2 0.2 0.6 -0.447
C 0.3917 -1.4706 0.2348 -3.9 1.2 -0.9 -0.228
H 2.6613 0.1577 0.3431 -0.1 -0.1 -0.2 0.410
H -0.1841 2.2463 -1.0596 0.2 0.0 0.1 0.256
H 1.6159 0.6713 -1.0228 0.3 0.2 0.0 0.387
C 1.8193 0.7806 0.0421 -0.8 -0.5 0.5 -1.121
H -2.5358 -1.2212 -1.6584 0.2 0.0 0.0 0.327
C -0.6815 0.8581 0.5032 1.2 3.2 1.3 -0.306
```
Positions in Å, forces in eV/Å.

Energy relative to the best compared isomer or geometry (same formula, charge and spin) (eV): 6.835
Electronic energy (Eh): -439.02516
2S+1: 1
HOMO energy (eV): -7.1
HOMO-LUMO gap (eV): 6.97

***

(4)
A 2-piece molecular cluster, C6H9NO2 overall. Source: the Open Molecules 2025 dataset; level of theory: ωB97M-V with the def2-TZVPD basis set.

```
18
Properties=species:S:1:pos:R:3:forces:R:3:mulliken_charge:R:1
H -0.7899 0.4498 -1.3450 2.4 0.0 3.2 0.080
C -0.4509 0.5413 -0.1476 -2.2 5.1 -0.9 -0.017
C -0.2245 2.0664 0.0291 -1.0 -1.0 0.0 -0.716
H 3.3038 0.5427 -1.1291 -1.2 -3.6 4.3 0.364
C 0.9143 1.1884 0.3640 2.4 -5.1 0.1 -0.351
H -2.0858 -0.7425 -1.2233 1.2 -1.0 1.6 0.264
C -0.7436 -0.6858 0.6289 2.5 2.0 -2.5 0.709
H -2.8646 -1.4886 0.1844 2.5 0.3 -0.3 0.297
O 2.9126 -0.2928 -0.0648 1.8 3.3 -4.3 -0.544
C 0.6871 -1.2688 0.1796 2.0 2.3 0.9 0.096
C -1.7751 -1.2787 -0.2505 -3.4 -5.9 0.0 -1.217
O 1.1683 -2.3402 0.1668 -0.4 -2.4 0.0 -0.538
H -0.6407 -0.4370 1.6969 -1.0 -0.8 -0.2 0.415
H -1.2589 -2.4397 -0.4351 -2.2 3.0 -0.2 0.220
H -0.4946 2.6304 0.8940 -0.1 0.0 0.8 0.229
H 1.2498 1.0606 1.4618 -1.5 0.9 -1.4 0.185
N 1.5646 -0.1551 -0.1820 -2.2 2.7 -0.2 0.257
H -0.4722 2.6496 -0.8281 0.5 0.1 -0.9 0.265
```
Positions in Å, forces in eV/Å.

Energy relative to the best compared isomer or geometry (same formula, charge and spin) (eV): 10.715
Electronic energy (Eh): -438.88259
2S+1: 1
HOMO energy (eV): -8.5
HOMO-LUMO gap (eV): 8.38

***

(5)
C6H9NO2 in the gas phase. Source: the Open Molecules 2025 dataset; level of theory: ωB97M-V with the def2-TZVPD basis set.

```
18
Properties=species:S:1:pos:R:3:forces:R:3:mulliken_charge:R:1
C 0.7651 -1.1646 1.1018 1.4 -1.3 -1.2 -0.828
H 2.2482 0.3805 -1.5452 -0.1 -0.6 0.6 0.351
N 1.8449 -0.5424 0.3632 2.1 3.9 3.1 -0.393
O -3.1175 0.2024 -0.5994 -2.8 -1.1 -0.5 -0.441
C -0.4726 -0.3525 1.1507 -2.6 1.3 0.9 -0.006
C 0.1380 0.2581 -1.1671 -0.9 1.2 -3.2 0.225
C 1.5468 -0.3000 -1.0181 -1.1 -1.9 -1.5 -0.712
C -2.1445 0.8171 -0.4808 2.9 2.7 1.2 0.150
H 0.7217 -2.1557 0.5392 -1.0 0.9 0.9 0.326
H 2.0371 0.4414 0.9555 -0.4 -3.0 -2.5 0.304
H -1.3096 2.4826 -0.2639 7.1 2.1 1.5 0.351
H -0.1807 0.8073 -2.2282 1.0 -1.6 2.7 0.175
C -0.7953 0.1954 -0.2188 0.9 1.2 -0.2 -0.106
H 1.5928 -1.4131 -1.5714 -0.1 2.9 1.1 0.237
O -2.1192 2.2557 -0.4518 -7.3 -4.2 -1.8 -0.439
H -1.2659 -1.1013 1.3161 -0.2 0.6 0.7 0.288
H -0.5584 0.5859 2.0115 0.5 -2.9 -2.3 0.186
H 1.0690 -1.3970 2.1066 0.5 -0.1 0.4 0.332
```
Positions in Å, forces in eV/Å.

Energy relative to the best compared isomer or geometry (same formula, charge and spin) (eV): 2.851
Electronic energy (Eh): -439.17157
2S+1: 1
HOMO energy (eV): -9.2
HOMO-LUMO gap (eV): 9.76
Structure (SMILES): O=C(O)C1=CCNCC1

***

(6)
C6H9NO2 as an isolated structure. Source: the Open Molecules 2025 dataset; level of theory: ωB97M-V with the def2-TZVPD basis set.

```
18
Properties=species:S:1:pos:R:3:forces:R:3:mulliken_charge:R:1
H -1.2415 -1.1271 0.3013 -0.5 -0.4 0.7 0.374
H -0.5249 1.9199 0.1959 0.1 -1.8 -0.2 0.290
C -0.4039 0.8053 0.4695 1.2 2.1 1.9 -0.463
H 3.1624 -1.8224 0.1492 0.0 -1.2 0.2 0.451
O -3.8029 -0.5433 -0.4605 0.5 5.1 -4.0 -0.571
H -3.0050 1.3606 -0.3412 -0.1 0.3 0.2 0.323
C -1.4540 -0.1508 -0.1053 -0.1 1.9 4.2 -0.604
H -0.4990 0.9181 1.6436 -0.1 -0.7 -2.1 0.246
C 1.0469 0.4349 0.2092 -2.3 -0.6 -0.8 0.342
C 2.1205 0.9911 -0.3773 -1.0 4.5 0.2 -0.322
H 2.1696 2.1973 -0.6379 0.2 -3.7 0.5 0.224
C 2.5865 -0.9450 0.0217 1.6 -5.3 0.9 -0.053
H -3.8986 -1.2875 0.0091 -0.2 -4.0 3.0 0.280
N 3.1235 0.0566 -0.4102 2.4 4.6 -2.2 -0.488
C -2.8585 0.4166 0.1572 0.9 -3.3 -5.0 -0.645
H -1.4339 -0.3231 -1.0836 0.7 -0.1 -4.4 0.505
H -3.1975 0.2800 1.0564 -0.9 0.9 5.8 0.410
O 1.3501 -0.9348 0.3767 -2.1 1.7 1.0 -0.299
```
Positions in Å, forces in eV/Å.

Energy relative to the best compared isomer or geometry (same formula, charge and spin) (eV): 3.174
Electronic energy (Eh): -439.15973
2S+1: 1
HOMO energy (eV): -9.3
HOMO-LUMO gap (eV): 10.12

***

(7)
A 2-piece molecular cluster, C6H9NO2 overall. Source: the Open Molecules 2025 dataset; level of theory: ωB97M-V with the def2-TZVPD basis set.

```
18
Properties=species:S:1:pos:R:3:forces:R:3:mulliken_charge:R:1
H -0.2347 -0.2718 1.3554 0.8 0.1 -1.5 0.142
C -0.5566 0.5651 -1.5519 -1.3 0.2 -0.5 -0.497
N -1.8779 1.2781 1.0224 2.8 0.7 -3.2 0.623
C 0.0099 0.9336 -0.3077 -1.5 0.7 0.4 -0.390
C 0.4585 -0.2132 0.4011 0.2 -1.8 2.5 0.654
H 1.0485 -1.8197 -0.9683 -0.5 0.2 0.7 0.252
H -0.3791 -2.1964 -0.0056 -0.4 -0.4 0.1 0.345
O -1.8818 0.4609 1.8910 -1.1 -0.4 1.2 -0.562
H -1.0177 -1.2282 -2.5239 0.2 -0.3 0.6 0.357
C 0.1195 -1.3834 -0.5026 1.5 -0.9 -0.8 -0.586
O -2.7233 2.0445 0.6257 -0.5 -0.4 1.0 -0.552
C 1.8981 -0.1248 1.0298 -1.6 1.2 -1.5 -1.245
H 1.8111 -0.6357 1.9434 0.4 -0.6 1.3 0.364
C -0.5756 -0.7573 -1.6388 -0.6 -0.7 -1.0 -0.371
H 1.8458 0.9938 1.2399 1.6 -1.4 -0.1 0.320
H 2.6964 -0.6249 0.4022 -0.7 1.3 0.6 0.328
H 0.4806 1.8485 -0.1440 0.3 1.7 0.4 0.392
H -1.1218 1.1309 -2.2682 0.4 0.8 0.0 0.425
```
Positions in Å, forces in eV/Å.

Energy relative to the best compared isomer or geometry (same formula, charge and spin) (eV): 5.892
Electronic energy (Eh): -439.05984
2S+1: 1
HOMO energy (alpha / beta) (eV): -8.1 / -8.1
HOMO-LUMO gap (alpha / beta) (eV): 7.46 / 7.46

***

(8)
C6H9NO2 in the gas phase. Source: the Open Molecules 2025 dataset; level of theory: ωB97M-V with the def2-TZVPD basis set.

```
18
Properties=species:S:1:pos:R:3:forces:R:3:mulliken_charge:R:1
H -0.5615 -1.0004 2.1307 0.2 0.0 0.0 0.360
H 0.8770 -2.0670 2.1417 -0.1 0.1 0.1 0.344
C 1.0695 0.0912 0.0853 2.9 -1.6 2.5 0.578
H -0.6475 -2.6531 1.4753 0.1 0.2 -0.1 0.363
H 2.5687 1.3178 0.9283 -0.2 0.1 0.0 0.285
H -2.1456 0.2280 -1.6785 0.1 0.1 -0.2 0.321
H -1.7689 2.2505 -0.0850 0.2 -0.5 0.1 0.280
C 1.8827 0.4936 1.0927 -0.6 -0.1 -1.1 -0.731
N -0.8134 1.9277 0.0907 1.6 -1.0 -1.1 -0.705
C 0.3717 -1.2735 0.2141 -0.4 0.4 -1.2 0.719
O 1.0309 0.7512 -1.1144 -3.6 0.5 2.2 -0.422
H -0.6759 0.0614 -2.6759 -0.1 0.0 0.2 0.309
C -0.4215 1.1534 -0.8446 0.0 2.2 -1.9 0.803
H -1.5178 1.6202 -2.5950 0.0 0.0 0.0 0.418
C -0.0131 -1.7697 1.5837 0.0 -0.3 0.0 -1.407
O 0.1119 -1.9039 -0.7986 0.2 0.5 0.8 -0.553
C -1.2385 0.7311 -2.0255 -0.1 -0.4 -0.2 -1.204
H 1.8914 0.0418 2.0749 0.0 -0.2 -0.2 0.242
```
Positions in Å, forces in eV/Å.

Energy relative to the best compared isomer or geometry (same formula, charge and spin) (eV): 2.642
Electronic energy (Eh): -439.17928
2S+1: 1
HOMO energy (eV): -9.5
HOMO-LUMO gap (eV): 9.82
Structure (SMILES): [H]/N=C(\C)OC(=C)C(C)=O

***

- 2S+1 of number 7 (C6H9NO2)?
  1